The following is a quantum chemistry calculation of C18H27N3OPdS as an isolated structure at a distorted geometry, from the Open Molecules 2025 dataset.

Properties
Net charge: -2
Highest occupied orbital energy (Ha): 0.0443
ΔE to the lowest compared entry with this formula, charge and spin (eV): 0.3514
Kohn-Sham gap (Eh): 0.134

Each line ends with the natural charge from an NBO analysis.
Atoms and positions in Å:
N  0.90  -0.15  -2.91  -0.47
O  -2.20  1.09  -0.42  -0.66
C  2.29  0.24  -3.05  -0.21
H  3.61  -0.44  3.72  0.18
C  -3.27  -0.91  -1.05  0.00
H  -4.53  -3.67  -2.57  0.19
H  -6.20  -1.34  0.61  0.19
N  1.54  3.97  1.30  -0.40
C  0.31  -0.93  -3.98  -0.20
C  3.58  0.65  3.54  -0.61
H  -0.21  -2.96  -4.53  0.18
C  -5.41  -1.52  -0.11  -0.23
H  3.05  -0.95  -1.43  0.25
H  -4.20  0.17  0.52  0.24
H  2.42  1.18  -2.52  0.24
H  1.06  -0.38  4.04  0.15
H  4.55  1.07  3.83  0.16
C  0.29  -2.43  -3.71  -0.62
C  3.28  -0.78  -2.48  -0.62
C  2.66  1.09  5.81  -0.61
S  0.97  0.88  -0.47  -0.19
C  -2.09  0.04  -1.05  0.62
H  0.28  1.14  4.47  0.16
C  -1.00  3.60  0.90  -0.75
H  -2.54  -2.17  -2.60  0.23
H  3.62  1.52  6.14  0.16
Pd  0.68  1.04  1.76  -0.28
H  2.65  0.03  6.06  0.18
C  1.07  0.71  3.83  -0.85
H  1.85  1.57  6.38  0.19
H  3.23  -1.73  -3.02  0.18
H  2.49  0.40  -4.11  0.16
H  -1.32  2.84  1.61  0.29
H  -6.36  -3.26  -0.95  0.19
C  -5.50  -2.60  -0.98  -0.24
C  2.42  1.27  4.30  -0.24
H  4.30  -0.40  -2.56  0.19
C  -4.30  -0.68  -0.15  -0.21
H  3.42  0.79  2.47  0.24
C  -4.47  -2.83  -1.88  -0.24
H  0.88  -0.72  -4.89  0.17
C  0.16  0.13  -1.75  0.26
H  1.31  -2.83  -3.62  0.19
H  2.44  2.35  4.09  0.18
C  -3.36  -1.99  -1.91  -0.22
H  -1.16  3.16  -0.08  0.29
N  -1.08  -0.38  -1.83  -0.74
H  -0.24  -2.62  -2.78  0.24
C  0.43  3.82  1.12  0.33
H  -0.71  -0.59  -4.14  0.21
H  -1.57  4.52  1.02  0.20